# 1
C3H9N2S | the ωB97M-V functional and the def2-TZVPD basis

Results
- E_LUMO: -3.4 eV
- Maximum force: 5.53 eV Å⁻¹
- Total charge: +1
- Energy above the lowest of the compared OMol25 structures with the same formula, charge and spin: 53.0 kcal/mol
- HOMO level: -0.5135 Ha

Atoms and positions in Å:
C: 1.73 -0.18 1.07
C: 0.77 0.47 0.16
C: -1.38 -0.95 -1.12
N: 0.45 1.79 0.13
N: -0.84 -0.60 0.14
S: 1.97 -0.45 -0.65
H: 2.36 0.61 1.47
H: 1.32 -0.96 1.74
H: -1.01 -0.09 -1.73
H: -1.07 -1.76 -1.67
H: -2.50 -0.86 -1.07
H: 0.08 2.23 -0.69
H: 0.35 2.27 0.96
H: -0.74 -1.48 0.61
H: -1.49 -0.04 0.63



# 2
C49H62CrGeN5SSe | the ωB97M-V functional and the def2-TZVPD basis

Results
- E_LUMO (spin up / spin down): 2.3 / 2.3 eV
- Maximum force: 2.07 eV Å⁻¹
- Total charge: -1
- Multiplicity: 5
- Energy above the lowest of the compared OMol25 structures with the same formula, charge and spin: 33.4 kcal/mol
- HOMO level (spin up / spin down): -0.1324 / -0.1388 Ha

Atoms and positions in Å:
Cr: 0.16 -0.04 0.49
S: -0.12 1.28 2.70
C: 1.25 2.29 2.56
C: 1.99 2.62 3.71
C: 3.13 3.38 3.58
C: 3.50 3.82 2.31
C: 2.70 3.48 1.24
N: 1.60 2.74 1.34
H: 1.65 2.25 4.67
H: 3.72 3.63 4.45
H: 4.40 4.41 2.17
H: 2.94 3.80 0.24
N: 6.42 0.39 0.44
C: 5.03 0.29 0.48
C: 4.38 -0.41 1.50
C: 3.00 -0.47 1.51
N: 2.21 0.12 0.61
C: 2.85 0.85 -0.33
C: 4.21 0.95 -0.44
H: 6.91 -0.35 0.92
H: 6.79 0.60 -0.48
H: 4.95 -0.90 2.28
H: 2.50 -1.02 2.29
H: 2.22 1.41 -1.02
H: 4.65 1.54 -1.23
C: -3.22 5.28 0.32
Ge: -1.41 5.68 1.03
C: -1.23 7.67 1.23
C: -1.21 4.81 2.80
C: 0.09 5.16 -0.18
Se: 0.03 3.36 -0.96
C: -1.16 3.93 -2.42
H: -3.96 5.46 1.10
H: -3.29 4.25 0.01
H: -3.47 5.92 -0.53
H: -1.99 8.07 1.89
H: -1.33 8.16 0.26
H: -0.26 7.92 1.64
H: -1.96 5.19 3.50
H: -0.23 4.99 3.21
H: -1.34 3.74 2.71
H: 1.01 5.22 0.40
H: 0.18 5.87 -1.01
H: -1.88 4.63 -2.02
H: -1.66 3.05 -2.80
H: -0.58 4.39 -3.22
N: -0.21 1.00 -2.82
C: -0.11 0.87 -4.18
C: 1.06 1.25 -4.85
C: 1.14 1.18 -6.23
C: 0.05 0.74 -6.97
C: -1.12 0.38 -6.32
C: -1.20 0.44 -4.94
H: -0.99 0.54 -2.37
H: 0.65 0.91 -2.29
H: 1.90 1.60 -4.27
H: 2.05 1.47 -6.73
H: 0.11 0.69 -8.05
H: -1.97 0.03 -6.88
H: -2.10 0.13 -4.43
C: -4.23 -2.75 -2.03
C: -2.84 -2.76 -2.19
C: -2.06 -1.79 -1.62
C: -2.62 -0.76 -0.83
C: -1.78 0.18 -0.14
C: -2.47 1.27 0.40
C: -3.86 1.37 0.45
C: -4.65 0.36 -0.06
C: -4.04 -0.71 -0.74
C: -4.81 -1.73 -1.34
H: -4.83 -3.54 -2.45
H: -2.38 -3.54 -2.78
H: -0.99 -1.81 -1.77
H: -1.91 2.08 0.85
H: -4.32 2.21 0.95
H: -5.72 0.39 0.05
H: -5.89 -1.68 -1.23
C: 3.02 -1.53 -3.32
C: 2.34 -2.52 -2.42
C: 2.52 -3.89 -2.58
C: 1.81 -4.75 -1.76
C: 1.91 -6.24 -1.97
C: 0.99 -4.27 -0.76
C: 0.84 -2.89 -0.48
C: 1.51 -2.06 -1.42
N: 0.15 -2.24 0.49
C: -0.46 -2.83 1.69
C: -1.87 -2.24 1.87
C: -2.52 -2.68 3.18
C: -2.65 -4.20 3.21
C: -1.26 -4.80 3.07
C: -0.39 -4.36 4.25
C: -0.27 -2.84 4.23
C: -1.65 -2.21 4.35
C: 0.37 -2.40 2.92
C: -0.60 -4.36 1.76
H: 3.91 -1.97 -3.77
H: 3.31 -0.64 -2.77
H: 2.35 -1.23 -4.13
H: 3.18 -4.26 -3.35
H: 2.53 -6.47 -2.83
H: 0.92 -6.67 -2.13
H: 2.34 -6.73 -1.09
H: 0.44 -5.02 -0.22
H: 1.33 -0.99 -1.34
H: -2.49 -2.55 1.03
H: -1.80 -1.15 1.86
H: -3.51 -2.22 3.25
H: -3.28 -4.52 2.38
H: -3.11 -4.53 4.14
H: -1.33 -5.90 3.07
H: 0.60 -4.81 4.18
H: -0.85 -4.69 5.19
H: 0.36 -2.51 5.06
H: -1.56 -1.12 4.33
H: -2.11 -2.50 5.30
H: 1.38 -2.83 2.83
H: 0.45 -1.31 2.91
H: -1.22 -4.70 0.93
H: 0.38 -4.82 1.71



# 3
C17H40F4N16O27PS2 | the ωB97M-V functional and the def2-TZVPD basis

Results
- E_LUMO: -4.0 eV
- Maximum force: 3.30 eV Å⁻¹
- Total charge: +1
- HOMO level: -0.4389 Ha

Atoms and positions in Å:
O: -1.45 1.79 0.71
P: -0.44 0.73 0.66
O: -1.04 -0.68 0.98
O: 0.24 0.68 -0.77
N: 0.81 0.96 1.86
N: 1.38 -0.19 2.53
C: 0.73 -0.34 3.60
S: 0.28 -0.70 5.01
C: 1.27 2.17 2.13
N: 0.89 3.36 1.56
C: 1.60 4.31 2.08
C: 1.50 5.74 1.72
C: 2.62 6.10 0.70
F: 3.29 4.90 0.39
N: 2.47 3.78 3.03
S: 3.63 4.44 4.07
O: 4.19 3.32 4.74
O: 3.06 5.38 4.95
C: 5.04 5.25 3.14
F: 6.05 5.19 4.01
F: 4.75 6.52 2.94
F: 5.39 4.61 2.05
N: 2.21 2.46 3.02
H: -1.73 -0.55 1.67
H: 0.16 1.59 -1.10
H: 1.53 6.37 2.61
H: 0.55 5.88 1.20
H: 2.19 6.44 -0.23
H: 3.31 6.85 1.07
H: 2.64 1.75 3.60
C: 1.07 10.57 -0.72
N: 1.34 9.27 -0.05
O: 0.65 8.96 0.89
O: 2.26 8.60 -0.50
H: 0.24 11.05 -0.21
H: 1.97 11.17 -0.64
H: 0.82 10.36 -1.76
C: -4.30 -2.16 3.58
N: -3.02 -1.56 4.06
O: -2.56 -1.91 5.11
O: -2.51 -0.71 3.34
H: -4.65 -2.88 4.30
H: -5.01 -1.34 3.48
H: -4.11 -2.63 2.62
C: 3.43 -1.11 0.28
N: 4.34 -2.28 0.18
O: 5.31 -2.30 0.92
O: 4.06 -3.13 -0.63
H: 3.80 -0.44 1.04
H: 3.41 -0.63 -0.69
H: 2.45 -1.49 0.55
C: -1.06 -3.39 -1.20
N: -1.85 -4.62 -0.94
O: -2.83 -4.54 -0.22
O: -1.47 -5.64 -1.47
H: -1.53 -2.57 -0.67
H: -0.05 -3.57 -0.84
H: -1.07 -3.21 -2.27
C: 7.14 4.34 6.77
N: 8.29 3.84 7.56
O: 8.19 2.74 8.05
O: 9.25 4.57 7.65
H: 6.36 3.59 6.77
H: 6.79 5.26 7.24
H: 7.49 4.54 5.76
C: -5.54 -5.11 -1.81
N: -6.46 -3.96 -2.01
O: -6.32 -2.99 -1.31
O: -7.31 -4.08 -2.87
H: -4.84 -4.86 -1.02
H: -6.14 -5.97 -1.55
H: -5.01 -5.26 -2.75
C: -6.92 -5.62 -6.01
N: -5.69 -6.01 -5.27
O: -5.63 -7.13 -4.83
O: -4.82 -5.16 -5.16
H: -7.59 -6.47 -6.02
H: -7.36 -4.78 -5.48
H: -6.62 -5.34 -7.02
C: -1.73 -6.16 -5.66
N: -0.57 -5.24 -5.71
O: -0.05 -4.93 -4.66
O: -0.22 -4.84 -6.80
H: -1.93 -6.42 -4.63
H: -2.58 -5.64 -6.10
H: -1.47 -7.05 -6.24
C: 2.60 -4.61 -8.50
N: 3.76 -3.68 -8.54
O: 4.27 -3.37 -7.48
O: 4.11 -3.29 -9.63
H: 2.40 -4.88 -7.47
H: 1.75 -4.10 -8.94
H: 2.88 -5.49 -9.08
C: -2.31 5.41 -1.06
N: -1.11 6.27 -1.22
O: -0.51 6.61 -0.21
O: -0.79 6.58 -2.35
H: -2.47 5.22 -0.01
H: -3.15 5.95 -1.49
H: -2.13 4.49 -1.60
C: -3.16 -6.72 4.20
N: -3.84 -5.40 4.16
O: -3.51 -4.56 4.97
O: -4.69 -5.25 3.31
H: -2.43 -6.70 5.00
H: -3.92 -7.47 4.37
H: -2.68 -6.87 3.24